No. 1
C6H15N2O | wB97M-V/def2-TZVPD

The calculation puts the HOMO-LUMO gap at 8.877 eV. The calculation puts the relative energy (zero: lowest compared OMol25 entry of this formula, charge and spin) at 102.9 kcal per mole.

The geometry in ORCA input format:
```
! wB97M-V def2-TZVPD RIJCOSX def2/J DEFGRID3
* xyz 1 1
C -1.05615 -0.14820 1.52832
C -0.24835 0.03009 0.50914
O -0.25666 -1.23603 -0.69888
N -0.89871 -2.38237 -0.49576
C -2.29622 -2.54183 -1.02197
C 0.89360 0.97671 0.18811
C 2.19144 0.74772 0.97405
C 0.35697 2.35553 0.23152
N 1.20319 0.66102 -1.33018
H -1.94265 -0.81934 1.46487
H -1.18159 0.69993 2.19984
H -0.87494 -2.42853 0.54283
H -2.92466 -1.63043 -0.98816
H -2.20184 -2.90673 -2.12414
H -2.79367 -3.23894 -0.40170
H 2.93313 1.38536 0.36946
H 2.28787 -0.31042 1.02914
H 2.15778 1.04673 2.01381
H 1.23862 3.03694 0.15093
H -0.28243 2.49784 -0.57955
H -0.04561 2.44323 1.20322
H 1.55912 -0.32192 -1.32841
H 1.90793 1.27700 -1.66588
H 0.27381 0.80664 -1.77061
*
```

***

No. 2
C6H15N2S | wB97M-V/def2-TZVPD

The calculation puts the HOMO-LUMO gap at 10.227 eV. The calculation puts the relative energy (zero: lowest compared OMol25 entry of this formula, charge and spin) at 80.4 kcal per mole.

The geometry in ORCA input format:
```
! wB97M-V def2-TZVPD RIJCOSX def2/J DEFGRID3
* xyz 1 1
C -1.41655 -0.77263 -1.05440
C 2.10241 1.54118 0.78372
C 1.96959 0.03888 -1.20119
C -1.28584 -1.96021 0.87511
C 1.12098 0.82402 -0.18730
C 0.14024 0.00421 0.56432
N -1.59196 1.34466 0.58631
N -0.64987 -0.98532 0.08299
S -2.52496 0.85041 -0.62914
H -0.94305 -0.60926 -2.04355
H -2.16363 -1.60649 -1.13222
H 2.40786 0.76843 1.52374
H 1.77243 2.43260 1.22575
H 3.03911 1.68271 0.24626
H 1.28706 -0.27990 -1.90520
H 2.67259 0.73185 -1.64663
H 2.53143 -0.74614 -0.78675
H -1.23733 -3.04300 0.58742
H -2.33092 -1.78264 0.79401
H -1.01624 -1.79519 1.94368
H 0.47688 1.49597 -0.76589
H 0.41603 -0.38441 1.62191
H -1.41691 2.33204 0.51003
H -3.35934 -0.08175 0.00701
*
```

***

No. 3
C6H15N2S | wB97M-V/def2-TZVPD

The calculation puts the HOMO-LUMO gap at 10.268 eV. The calculation puts the relative energy (zero: lowest compared OMol25 entry of this formula, charge and spin) at 73.1 kcal per mole.

The geometry in ORCA input format:
```
! wB97M-V def2-TZVPD RIJCOSX def2/J DEFGRID3
* xyz 1 1
C -1.44983 0.52615 1.19384
C 2.21818 0.73727 -1.27344
C -0.13812 0.81809 -2.21241
C -1.69041 -1.77263 0.72526
C 0.76552 0.84269 -0.85497
C 0.23578 -0.33405 -0.03053
N 0.87530 -0.35120 1.61142
N -1.08427 -0.48724 0.40684
S 0.01590 0.37356 2.76983
H -0.98144 1.44794 0.87852
H -2.37031 0.42339 1.73151
H 2.30070 1.00121 -2.40757
H 2.65586 -0.31519 -1.31155
H 2.92841 1.39024 -0.66332
H 0.03723 1.84316 -2.69148
H 0.12262 0.03232 -2.80968
H -1.28241 0.79460 -2.07291
H -2.73929 -1.59338 0.54049
H -1.64975 -1.93301 1.84903
H -1.22067 -2.52036 0.18634
H 0.52951 1.82470 -0.29929
H 0.62774 -1.30959 -0.37399
H 1.88356 -0.68492 1.72401
H -0.58981 -0.75376 3.38406
*
```

***

No. 4
C6H15N3 | wB97M-V/def2-TZVPD

The calculation puts the HOMO-LUMO gap at 8.740 eV. The calculation puts the relative energy (zero: lowest compared OMol25 entry of this formula, charge and spin) at 88.3 kcal per mole.

The geometry in ORCA input format:
```
! wB97M-V def2-TZVPD RIJCOSX def2/J DEFGRID3
* xyz 0 1
C 0.86873 0.29212 -0.36189
C -0.75212 0.91676 0.48181
C -0.71930 0.39926 1.91393
C -0.58355 2.43330 0.42062
N 0.66063 -1.02862 -0.83159
N 1.30591 -2.04151 -0.06293
N 2.00785 0.48368 0.42642
C -0.67782 -1.30893 -1.22528
C -0.97521 -1.88698 -2.38054
H 0.83056 0.97171 -1.21984
H -1.76952 0.76949 0.10698
H 0.64870 -2.43238 0.61359
H 1.57965 -2.78356 -0.69408
H 2.68363 1.13337 0.05593
H 2.21878 -0.31042 1.02041
H -1.36345 -0.59316 -0.59963
H -1.44036 0.91339 2.55451
H 0.26589 0.55717 2.35482
H -0.94057 -0.66986 1.94894
H 0.39601 2.73226 0.79591
H -0.68798 2.78963 -0.60542
H -1.33417 2.95027 1.02249
H -0.21993 -2.28497 -3.04558
H -2.00236 -2.00200 -2.68958
*
```

***

No. 5
C6H15N3 | wB97M-V/def2-TZVPD

The calculation puts the HOMO-LUMO gap at 9.487 eV. The calculation puts the relative energy (zero: lowest compared OMol25 entry of this formula, charge and spin) at 65.8 kcal per mole.

The geometry in ORCA input format:
```
! wB97M-V def2-TZVPD RIJCOSX def2/J DEFGRID3
* xyz 0 1
H -0.00194 -2.51802 1.01029
N -0.47612 -1.84910 1.62870
C -0.08391 -0.63615 1.30115
N 0.30690 0.24227 2.33773
C 0.60203 -0.41315 -0.11969
C 2.11607 -0.24212 -0.00172
N 0.32245 -1.59555 -0.94419
C -0.12901 0.84712 -0.50244
C -1.79137 0.46968 0.32492
C -0.40710 1.20832 -1.92981
H -0.12147 -0.05697 3.20675
H 0.12394 1.22585 2.18636
H 2.56273 -0.16307 -0.99806
H 2.54737 -1.09535 0.52730
H 2.37876 0.65270 0.56537
H 0.61316 -1.44547 -1.90552
H -0.67054 -1.81137 -0.95638
H 0.19556 1.71746 0.06861
H -2.07387 1.51679 0.47004
H -2.27776 -0.04575 1.15469
H -2.33099 0.04989 -0.52688
H -1.19430 1.96576 -1.99131
H -0.71515 0.34988 -2.52887
H 0.50456 1.62635 -2.37703
*
```

***

No. 6
C6H15N3 | wB97M-V/def2-TZVPD

The calculation puts the HOMO-LUMO gap at 9.300 eV. The calculation puts the relative energy (zero: lowest compared OMol25 entry of this formula, charge and spin) at 41.5 kcal per mole.

The geometry in ORCA input format:
```
! wB97M-V def2-TZVPD RIJCOSX def2/J DEFGRID3
* xyz 0 1
H -1.50806 1.81954 -1.03994
N -2.04429 1.39794 -0.29019
C -1.45564 0.46115 0.33845
C -2.18222 -0.13144 1.51254
N -0.43128 -0.49713 -0.35761
C -0.40837 -1.89738 -0.00614
C 0.81410 0.24490 -0.38252
C 2.05095 -0.55893 0.01857
C 1.04404 0.89874 -1.75761
N 0.56260 1.27924 0.69362
H -2.96940 0.55012 1.82963
H -2.65384 -1.07911 1.26763
H -1.48651 -0.29494 2.32968
H -1.41731 -2.28696 -0.16289
H 0.31861 -2.43221 -0.62261
H -0.13989 -2.11266 1.04152
H 1.91710 -1.04232 0.98360
H 2.90262 0.11433 0.10365
H 2.27201 -1.31632 -0.73227
H 0.32208 1.68953 -1.94992
H 2.05272 1.31362 -1.82937
H 0.92347 0.15019 -2.53300
H 1.41158 1.57794 1.14430
H 0.10494 2.15218 0.40088
*
```

***

No. 7
C6H15N3O3PS | wB97M-V/def2-TZVPD

The calculation puts the HOMO-LUMO gap at 8.061 eV.

The geometry in ORCA input format:
```
! wB97M-V def2-TZVPD RIJCOSX def2/J DEFGRID3
* xyz 1 1
C 3.68966 -0.22209 -0.69449
O 2.50528 0.20070 -1.39914
C 1.63199 0.94888 -0.55045
N 0.20373 0.48989 -0.69209
C 0.02172 -0.70067 0.04739
N 0.97736 -1.63043 0.22296
N -1.28417 -0.96709 0.60442
P -1.41113 -0.57362 2.32363
O -2.76841 0.00071 2.71896
C -2.27195 -0.23953 -0.22895
C -2.40590 -0.87651 -1.69200
O -2.11347 1.16886 -0.24883
C -0.75782 1.56353 -0.32941
S -0.22074 2.50056 1.20922
H 3.42768 -0.75875 0.26826
H 4.40435 0.62134 -0.48770
H 4.20384 -0.96897 -1.36628
H 1.63818 2.00625 -0.93845
H 2.01847 0.86316 0.50014
H 1.39065 -2.07365 -0.60205
H 1.25554 -1.96352 1.14272
H -0.32495 0.23067 2.79964
H -1.29112 -1.83111 3.01596
H -3.27634 -0.43039 0.25210
H -1.72893 -0.25087 -2.35121
H -1.99987 -1.91886 -1.73804
H -3.44596 -0.76813 -2.08650
H -0.70306 2.33005 -1.15883
H -1.36465 3.24960 1.45904
*
```

***

No. 8
C6H15N3Si | wB97M-V/def2-TZVPD

The calculation puts the HOMO-LUMO gap at 8.383 eV. The calculation puts the relative energy (zero: lowest compared OMol25 entry of this formula, charge and spin) at 6.9 kcal per mole.

The geometry in ORCA input format:
```
! wB97M-V def2-TZVPD RIJCOSX def2/J DEFGRID3
* xyz 2 1
C 2.02904 -1.71281 0.61502
Si 1.52563 -0.00248 -0.13118
C 2.11880 1.57876 0.75658
C 0.97569 -0.04902 -1.91683
C -0.41755 0.02741 0.70807
N -1.11712 1.24911 0.04616
C -2.42373 1.24277 -0.11516
N -3.13586 0.08879 -0.03072
C -2.46892 -1.10381 0.13625
N -1.22029 -1.08909 0.31265
H 3.10526 -1.61505 0.83512
H 1.44182 -2.00321 1.38587
H 2.07454 -2.50799 -0.23287
H 3.19057 1.85617 0.51945
H 1.55435 2.41006 0.56046
H 2.18617 1.61723 1.91604
H 0.14837 0.75129 -1.98461
H 1.83532 0.00762 -2.59049
H 0.54281 -1.08277 -2.01935
H -0.44493 -0.02544 1.80431
H -0.67890 2.09163 -0.17380
H -2.98554 2.21180 -0.32760
H -4.14009 0.18263 -0.02294
H -2.93718 -2.12746 -0.11579
H -0.75827 -1.99615 0.06534
*
```

***

Table of E_tot (a.u.), in record order: -421.95563 -744.94363 -744.95516 -401.74663 -401.78247 -401.82111 -1366.80929 -690.71074